[1]
Molecular formula: C31H34BN4OS5Sr
Method: DFT, the ωB97M-V functional and the def2-TZVPD basis

Structure (XYZ):
```
77
Properties=species:S:1:pos:R:3:forces:R:3
Sr -0.842 0.343 -0.879 -0.1 1.9 -1.7
C -2.395 2.783 -3.626 -0.3 0.1 -0.1
C -3.034 3.552 -2.472 0.0 0.1 -0.3
S -2.982 2.681 -0.902 -0.1 -0.4 0.3
C -2.316 3.894 0.238 0.2 0.3 0.2
C -0.975 4.530 -0.122 -0.2 0.2 0.0
S 0.368 3.367 -0.428 0.2 -0.3 0.3
C 1.046 3.975 -1.973 0.1 0.0 -0.3
C 0.116 3.929 -3.187 0.3 0.4 0.1
S -0.659 2.336 -3.468 0.0 -0.4 0.0
H -2.899 1.828 -3.769 0.0 0.0 0.0
H -2.537 3.357 -4.544 0.1 0.0 0.0
H -2.580 4.535 -2.346 0.0 0.0 0.0
H -4.077 3.739 -2.731 0.0 0.0 0.0
H -3.039 4.693 0.417 0.0 0.0 -0.1
H -2.226 3.346 1.178 0.0 0.0 0.0
H -1.076 5.164 -1.003 0.0 0.0 0.0
H -0.678 5.190 0.693 0.0 0.0 0.0
H 1.420 4.991 -1.833 -0.1 0.0 0.0
H 1.925 3.354 -2.143 0.0 -0.1 0.0
H -0.661 4.687 -3.096 0.0 0.0 0.0
H 0.698 4.206 -4.068 0.0 0.0 0.0
N 2.827 -2.444 -1.425 0.4 0.2 -0.1
C 3.977 -1.827 -1.999 -0.4 -0.2 0.2
C 5.114 -2.582 -2.209 0.1 -0.1 0.0
C 6.240 -2.002 -2.781 0.0 0.0 0.0
C 6.218 -0.663 -3.138 0.0 -0.1 0.0
C 5.071 0.090 -2.920 0.1 0.0 0.0
C 3.949 -0.488 -2.349 0.4 0.1 -0.2
S 2.532 0.520 -2.101 -0.4 -0.4 0.3
N 1.411 -0.569 -1.378 0.6 -0.1 -0.1
C 1.661 -1.814 -1.176 -0.6 -0.4 0.2
C 0.532 -2.696 -0.620 0.2 0.9 -0.2
C 0.697 -4.028 -0.329 0.0 -0.3 0.0
C -0.411 -4.772 0.079 0.2 -0.1 0.0
C -1.636 -4.164 0.185 -0.1 0.1 0.0
C -1.714 -2.804 -0.087 0.3 0.0 0.0
N -0.658 -2.081 -0.464 0.2 -1.0 0.1
H 2.844 -3.444 -1.361 0.1 -0.1 0.0
H 5.128 -3.630 -1.930 0.0 0.0 0.0
H 7.127 -2.599 -2.946 0.0 0.0 0.0
H 7.087 -0.203 -3.587 0.0 0.0 0.0
H 5.052 1.136 -3.203 0.0 0.0 0.0
H 1.652 -4.529 -0.415 0.0 0.0 0.0
H -0.301 -5.828 0.292 0.0 0.0 0.0
H -2.527 -4.709 0.461 0.0 0.0 0.0
H -2.664 -2.290 -0.007 0.0 0.1 0.0
O -1.166 0.743 1.321 0.3 -0.5 1.6
S -0.117 -0.149 2.011 -0.4 0.7 0.0
C 0.446 0.844 3.367 0.0 0.0 0.1
C 1.626 0.494 4.006 0.0 0.1 0.1
C 2.045 1.260 5.084 0.0 0.0 0.0
C 1.294 2.357 5.489 0.0 0.0 0.0
C 0.123 2.697 4.822 -0.1 0.0 -0.1
C -0.316 1.938 3.746 0.2 0.0 0.2
C -1.047 -1.410 2.840 0.0 0.2 0.0
C -2.419 -1.265 2.962 0.0 -0.3 0.2
C -3.125 -2.286 3.590 0.0 0.1 0.0
C -2.457 -3.404 4.075 0.0 0.0 0.0
C -1.078 -3.520 3.940 0.0 0.0 0.0
C -0.357 -2.518 3.307 -0.2 -0.1 0.0
H 2.219 -0.350 3.673 0.0 0.0 0.0
H 2.962 1.008 5.600 0.0 0.0 0.0
H 1.626 2.956 6.326 0.0 0.0 0.0
H -0.453 3.556 5.140 0.0 0.0 0.0
H -1.223 2.186 3.212 0.0 0.0 0.0
H -2.918 -0.391 2.566 0.0 0.0 0.0
H -4.199 -2.209 3.699 0.0 0.0 0.0
H -3.017 -4.192 4.563 0.0 0.0 0.0
H -0.569 -4.397 4.319 0.0 0.0 0.0
H 0.715 -2.609 3.177 0.0 0.0 0.0
B -3.624 -2.720 -3.013 0.1 0.2 0.0
C -2.997 -1.273 -2.711 -0.2 -0.7 -0.1
N -2.497 -0.264 -2.436 -0.7 -0.2 -0.7
H -3.762 -3.272 -1.929 0.0 0.1 -0.1
H -2.823 -3.316 -3.715 -0.1 0.1 0.1
H -4.697 -2.553 -3.557 0.2 0.0 0.1
```
Forces are in eV/Å.

The total charge is +1. As for the HOMO energy: -0.3795 hartree. As for the lowest unoccupied orbital energy: -0.107 hartree. For the gap between HOMO and LUMO, the calculation gives 7.4 eV. The calculation puts the largest force on an atom at 0.049 hartree/bohr. The relative energy (zero: lowest compared OMol25 entry of this formula, charge and spin) is 70.36 kJ/mol.

Atom charges from the Löwdin analysis, given in e for atoms 1 to 4:
1. Sr 1.182
2. C -0.526
3. C -0.500
4. S 0.855

=====

[2]
Molecular formula: C8H30N2O6
Method: DFT, the ωB97M-V functional and the def2-TZVPD basis

Structure (XYZ):
```
46
Properties=species:S:1:pos:R:3:forces:R:3
C -17.177 -3.278 -21.877 0.0 0.1 -0.2
O -17.484 -4.191 -20.837 -0.2 0.0 -0.4
C -16.819 -5.441 -20.980 0.3 0.0 0.6
C -17.420 -6.434 -19.999 -0.9 -0.8 0.5
C -17.506 -5.923 -18.567 0.8 0.6 0.2
N -16.635 -7.688 -20.027 -0.1 0.0 -0.9
H -16.121 -2.998 -21.846 -0.1 0.1 0.0
H -17.827 -2.415 -21.741 0.2 0.1 0.1
H -17.397 -3.689 -22.870 0.0 -0.2 0.1
H -16.925 -5.801 -22.008 0.0 0.0 0.0
H -15.756 -5.308 -20.748 0.1 0.0 -0.1
H -18.441 -6.678 -20.319 -0.1 0.4 -0.2
H -18.084 -6.546 -17.887 -0.1 -0.2 -0.3
H -17.907 -4.910 -18.512 -0.2 -0.1 -0.1
H -16.496 -5.866 -18.147 0.0 0.0 -0.1
H -16.623 -7.973 -21.010 0.4 0.0 0.2
H -17.189 -8.442 -19.626 0.0 0.3 0.4
C -27.652 -3.534 -19.247 -0.9 0.9 0.4
O -26.323 -3.937 -19.120 -0.1 -0.2 0.1
C -25.555 -3.446 -20.191 1.1 -0.9 -0.1
C -24.148 -4.032 -20.115 0.7 -0.4 1.0
C -23.499 -3.704 -18.770 0.7 0.3 0.7
N -23.338 -3.578 -21.247 0.0 0.9 0.0
H -28.113 -3.824 -20.195 0.1 -0.1 -0.1
H -27.764 -2.444 -19.136 0.3 0.1 -0.3
H -28.285 -3.894 -18.434 0.4 -0.6 0.0
H -25.981 -3.794 -21.135 -0.2 0.5 -0.2
H -25.417 -2.362 -20.109 -0.5 0.2 -0.3
H -24.149 -5.125 -20.158 -0.4 0.0 -0.2
H -23.918 -4.226 -17.907 -0.3 0.0 -0.2
H -23.488 -2.635 -18.517 -0.4 0.0 -0.2
H -22.435 -3.962 -18.757 -0.1 -0.3 -0.3
H -22.359 -3.804 -21.084 -0.1 -0.5 -0.1
H -23.318 -2.554 -21.225 -0.3 -0.1 -0.2
O -20.559 -1.792 -19.656 -0.2 0.3 0.0
H -20.346 -1.168 -18.955 0.0 0.0 0.0
H -21.309 -1.389 -20.111 0.1 -0.1 0.0
O -20.241 -4.402 -20.738 0.5 0.2 -0.3
H -20.342 -3.590 -20.218 0.0 -0.1 0.1
H -19.301 -4.372 -21.026 -0.5 -0.1 0.4
O -17.597 -1.927 -18.570 0.2 -0.2 -0.2
H -17.732 -2.769 -19.031 0.1 0.1 0.0
H -18.463 -1.688 -18.240 0.0 -0.1 0.1
O -21.443 -6.926 -20.934 0.3 0.2 0.0
H -21.630 -6.942 -21.878 0.0 0.0 0.1
H -20.914 -6.112 -20.798 -0.4 -0.2 -0.1
```
Forces are in eV/Å.

The total charge is 0. As for the HOMO energy: -0.3424 hartree. Its structure (SMILES) is COC[C@H](C)N.COC[C@H](C)N.O.O.O.O. As for the lowest unoccupied orbital energy: 0.002 hartree. For the gap between HOMO and LUMO, the calculation gives 9.4 eV. The calculation puts the largest force on an atom at 0.028 hartree/bohr. The relative energy (zero: lowest compared OMol25 entry of this formula, charge and spin) is 29.60 kJ/mol.

Atom charges from the natural (NBO) analysis, given in e for atoms 1 to 4:
1. C -0.257
2. O -0.577
3. C -0.065
4. C -0.078

=====

[3]
Molecular formula: C27H57BrGeLuNO4SSi
Method: DFT, the ωB97M-V functional and the def2-TZVPD basis

Structure (XYZ):
```
94
Properties=species:S:1:pos:R:3:forces:R:3
Lu 8.749 9.592 14.158 -0.2 1.1 0.6
C 9.523 14.049 14.689 0.0 0.5 0.8
C 8.964 12.894 13.906 1.4 -0.2 0.3
C 7.591 13.133 13.389 -1.9 0.7 0.6
C 9.937 12.563 12.798 -0.1 -0.9 -0.1
O 8.975 11.709 14.755 0.4 0.9 -0.7
Ge 7.866 11.556 16.283 0.1 -0.7 -0.1
O 8.917 9.885 16.394 0.8 -0.5 0.3
C 9.862 9.590 17.517 -2.6 0.9 0.4
C 10.996 8.799 17.081 1.6 -1.2 -0.2
C 10.362 10.908 18.033 0.4 0.6 0.0
C 9.028 8.931 18.598 -0.1 -0.5 0.8
O 6.872 10.473 14.993 -0.3 -0.4 0.1
C 5.825 9.561 15.402 0.0 -0.2 -0.3
C 5.486 9.684 16.852 0.2 1.1 1.7
C 4.613 9.924 14.555 0.0 0.9 0.7
C 6.350 8.151 15.108 1.5 0.5 -0.3
H 9.439 14.990 14.155 -0.2 0.1 -0.1
H 10.561 13.905 14.916 0.8 -0.2 -0.2
H 9.100 14.167 15.688 -0.6 0.1 -0.1
H 7.538 13.911 12.605 0.3 -0.5 0.2
H 6.966 13.552 14.234 0.4 -0.6 -0.8
H 7.116 12.197 13.036 0.3 0.6 0.2
H 10.075 13.409 12.100 0.0 -0.6 0.2
H 9.507 11.659 12.334 0.2 0.5 -0.7
H 10.881 12.186 13.214 -0.1 0.6 -0.1
H 11.507 9.313 16.288 0.5 0.3 -0.5
H 10.803 7.790 16.740 -0.4 -0.2 0.0
H 11.694 8.724 17.927 -0.1 -0.1 -0.3
H 10.921 11.380 17.215 -0.1 0.3 0.3
H 11.050 10.763 18.873 -0.2 0.0 -0.1
H 9.529 11.540 18.374 0.4 0.0 -0.1
H 8.452 8.066 18.248 0.4 0.0 -0.1
H 8.290 9.653 18.951 -0.1 0.1 0.1
H 9.632 8.628 19.490 -0.4 0.2 -0.8
H 4.996 10.649 17.144 0.2 -0.8 -0.5
H 6.359 9.606 17.528 -0.1 -0.1 -0.5
H 4.850 8.860 17.135 -0.5 -0.1 0.1
H 4.465 11.019 14.701 -0.1 -0.7 -0.2
H 3.719 9.404 14.884 -0.1 -0.1 0.0
H 4.787 9.738 13.509 0.1 -0.1 -0.5
H 7.342 7.931 15.603 -0.6 0.5 -0.4
H 6.422 8.100 14.020 0.2 -0.4 -0.2
H 5.795 7.298 15.424 -1.0 -0.4 0.2
S 9.295 5.334 15.114 -1.8 -2.5 1.8
C 10.004 6.430 14.353 1.5 1.6 -1.4
N 9.831 7.700 13.997 2.7 -0.2 -1.1
C 6.801 8.145 6.940 0.4 1.7 -0.3
C 7.122 7.971 8.426 -0.7 -0.2 0.4
C 5.800 7.471 9.079 -0.4 1.0 -1.2
C 8.099 6.811 8.553 1.3 0.0 0.9
Si 7.782 9.611 9.172 0.3 -0.3 -0.1
Br 7.564 9.083 11.593 0.0 0.1 -0.6
C 9.651 9.881 8.812 0.4 0.9 0.2
C 10.207 11.257 9.233 0.7 -0.4 0.0
C 9.979 9.774 7.309 0.0 0.5 -0.6
C 10.482 8.858 9.584 -1.3 -1.7 0.1
C 6.743 11.187 9.011 0.4 0.0 0.2
C 5.244 10.974 9.038 -0.9 -1.5 -0.3
C 7.081 12.174 10.145 -1.7 -0.2 -0.1
C 7.095 11.770 7.642 -0.2 1.0 0.0
H 6.444 7.202 6.572 -0.6 -0.3 -0.3
H 7.693 8.380 6.365 0.3 -0.1 -0.1
H 6.126 9.010 6.716 0.1 -1.0 0.3
H 5.532 6.508 8.639 0.2 -0.1 0.1
H 4.979 8.150 8.789 0.2 -0.2 0.4
H 5.830 7.381 10.139 0.1 -0.1 0.8
H 7.613 5.899 8.249 -0.3 -0.4 -0.1
H 8.490 6.682 9.583 -0.6 -0.1 -0.3
H 9.014 6.880 7.962 -0.2 0.3 -0.3
H 9.878 12.068 8.618 -0.4 0.4 -0.5
H 11.310 11.218 9.101 -0.5 0.0 0.2
H 9.999 11.531 10.253 0.0 -0.1 0.5
H 9.435 10.527 6.674 0.2 -0.9 0.6
H 9.806 8.755 6.982 -0.1 0.0 -0.5
H 11.052 10.006 7.096 -0.6 -0.3 0.6
H 10.434 9.017 10.653 0.0 0.3 0.2
H 11.504 8.919 9.275 0.8 0.0 -0.3
H 10.099 7.806 9.433 0.8 1.2 0.0
H 4.914 10.534 9.995 0.0 0.4 -0.2
H 4.890 10.250 8.256 0.4 0.7 0.5
H 4.710 11.911 8.845 0.1 0.0 0.2
H 6.753 11.709 11.090 0.2 0.5 -0.4
H 6.530 13.126 9.994 0.1 -0.5 0.1
H 8.100 12.423 10.196 1.4 0.2 0.2
H 7.064 11.079 6.824 -0.1 -0.7 -0.4
H 8.066 12.261 7.592 -0.1 0.1 0.2
H 6.298 12.497 7.431 0.4 0.2 -0.1
C 12.131 7.601 12.681 -0.1 -1.7 1.2
C 10.915 8.216 13.260 -1.2 1.8 -1.0
O 10.786 9.424 12.883 -1.1 -0.4 1.6
H 12.963 7.574 13.367 0.3 0.4 0.5
H 12.397 8.140 11.817 0.3 0.7 -0.9
H 12.026 6.560 12.451 -0.4 -0.7 -0.2
```
Forces are in eV/Å.

The total charge is +1. As for the HOMO energy (spin up / spin down): -0.3451 / -0.4385 hartree. As for the lowest unoccupied orbital energy (spin up / spin down): -0.078 / -0.083 hartree. Its expectation value of S² is 0.754. For the gap between HOMO and LUMO (spin up / spin down), the calculation gives 7.3 / 9.7 eV. The spin multiplicity is 2. The calculation puts the largest force on an atom at 0.069 hartree/bohr. The relative energy (zero: lowest compared OMol25 entry of this formula, charge and spin) is 0.00 kJ/mol.

Atom charges from the Löwdin analysis, given in e for atoms 1 to 4:
1. Lu 1.585
2. C -0.035
3. C -0.702
4. C -0.045

=====

[4]
Molecular formula: CH4FN3O
Method: DFT, the ωB97M-V functional and the def2-TZVPD basis

Structure (XYZ):
```
10
Properties=species:S:1:pos:R:3:forces:R:3
H -0.134 -0.180 -0.731 0.3 -0.2 0.2
N -0.496 -1.128 -0.543 -0.2 -0.6 0.0
N 0.364 -1.814 0.010 -0.2 0.4 -0.2
H 0.018 -2.771 0.186 -0.2 0.3 -0.1
N -0.999 2.803 0.006 -0.9 0.1 0.5
C 0.022 2.543 -0.547 -0.4 -0.3 0.1
O 0.933 2.050 -1.057 1.2 -0.2 -0.6
H -1.502 3.621 0.263 0.0 0.3 0.0
F 2.602 -0.863 0.804 0.0 0.0 0.0
H 1.778 -1.255 0.487 0.4 0.1 0.1
```
Forces are in eV/Å.

The total charge is 0. As for the HOMO energy: -0.3823 hartree. Its structure (SMILES) is [H]/N=N/[H].N=C=O.F. As for the lowest unoccupied orbital energy: 0.001 hartree. For the gap between HOMO and LUMO, the calculation gives 10.4 eV. The calculation puts the largest force on an atom at 0.026 hartree/bohr. The relative energy (zero: lowest compared OMol25 entry of this formula, charge and spin) is 4.33 kJ/mol.

Atom charges from the natural (NBO) analysis, given in e for atoms 1 to 4:
1. H 0.326
2. N -0.243
3. N -0.330
4. H 0.336

=====

[5]
Molecular formula: C3H4CuO2
Method: DFT, the ωB97M-V functional and the def2-TZVPD basis

Structure (XYZ):
```
10
Properties=species:S:1:pos:R:3:forces:R:3
O 1.321 1.359 1.208 0.1 0.9 -2.5
O 0.143 0.943 -0.658 -1.7 -0.4 -0.4
C 1.180 1.583 -0.005 0.7 -0.8 2.3
C -0.987 0.246 0.014 1.0 -0.9 -0.8
H -1.605 -0.003 -0.872 0.1 0.4 0.3
Cu 1.374 1.392 -2.258 0.2 0.2 1.0
C -0.439 -1.096 0.543 -0.5 0.0 0.2
H -0.232 -1.080 1.625 0.2 0.1 -0.3
H 0.462 -1.479 0.009 -0.2 0.3 0.2
H -1.217 -1.865 0.394 0.0 0.1 0.1
```
Forces are in eV/Å.

The total charge is -1. As for the HOMO energy (spin up / spin down): -0.0875 / -0.0474 hartree. As for the lowest unoccupied orbital energy (spin up / spin down): 0.093 / 0.094 hartree. For the gap between HOMO and LUMO (spin up / spin down), the calculation gives 4.9 / 3.8 eV. The calculation puts the largest force on an atom at 0.052 hartree/bohr. The relative energy (zero: lowest compared OMol25 entry of this formula, charge and spin) is 123.91 kJ/mol.

Atom charges from the natural (NBO) analysis, given in e for atoms 1 to 4:
1. O -0.694
2. O -0.703
3. C 0.376
4. C -0.253

=====

[6]
Molecular formula: C3H11NO2
Method: DFT, the ωB97M-V functional and the def2-TZVPD basis

Structure (XYZ):
```
17
Properties=species:S:1:pos:R:3:forces:R:3
C 0.418 -0.132 -0.978 -0.9 0.5 0.4
N 0.234 -0.406 0.438 1.4 -1.4 -1.0
C 1.195 0.147 1.411 0.4 -0.5 0.2
O 2.330 -0.664 1.336 -0.3 -0.3 -0.5
C -0.822 -0.472 -1.791 -0.5 0.8 -0.4
H 1.216 -0.778 -1.374 0.4 0.2 0.4
H 0.657 0.926 -0.983 0.4 0.1 -0.6
H 0.023 -1.395 0.598 -0.6 0.1 0.3
H 0.780 0.116 2.408 -0.4 0.4 0.2
H 1.499 1.109 1.042 -0.1 0.6 0.2
H 2.195 -1.509 1.791 0.2 0.2 0.2
H -0.741 -0.088 -2.800 0.6 0.2 -0.2
H -1.695 0.064 -1.412 -0.1 -0.5 0.3
H -0.954 -1.529 -1.948 -0.3 -0.5 0.5
H -2.250 2.275 0.469 0.2 0.0 0.1
H -1.636 0.932 0.964 0.5 0.1 0.1
O -2.449 1.405 0.829 -0.7 0.0 -0.2
```
Forces are in eV/Å.

The total charge is +1. As for the HOMO energy (spin up / spin down): -0.5643 / -0.5634 hartree. As for the lowest unoccupied orbital energy (spin up / spin down): -0.129 / -0.316 hartree. Its expectation value of S² is 0.755. For the gap between HOMO and LUMO (spin up / spin down), the calculation gives 11.8 / 6.7 eV. The spin multiplicity is 2. The calculation puts the largest force on an atom at 0.043 hartree/bohr. The relative energy (zero: lowest compared OMol25 entry of this formula, charge and spin) is 100.54 kJ/mol.

Atom charges from the natural (NBO) analysis, given in e for atoms 1 to 4:
1. C -0.279
2. N -0.145
3. C 0.045
4. O -0.614